A cluster of 23 separate species, C17H61ClF8NO23 in total, computed with wB97M-V/def2-TZVPD.

Positions of all 111 atoms, in Å:
F  4.6228  -2.5203  2.4725
C  4.0847  -1.4204  1.8598
F  5.0049  -0.4190  2.0144
C  3.7643  -1.7957  0.3696
F  4.3547  -2.9896  0.0988
F  2.4207  -1.9927  0.2559
C  4.1985  -0.7565  -0.7008
F  5.5407  -0.4980  -0.6585
F  4.0029  -1.3516  -1.9163
C  3.4206  0.5946  -0.6787
F  3.2567  1.1165  0.5694
F  4.2108  1.4961  -1.3709
C  2.0499  0.6051  -1.3937
O  0.9448  0.4542  -0.5162
C  -0.1526  1.2499  -0.9943
C  -1.5210  0.6494  -0.6027
C  -1.6420  0.2247  0.8592
C  -1.8131  1.3374  1.9393
Cl  -0.2264  1.7352  2.7066
N  -2.5213  0.5485  2.9854
C  -3.2178  -0.4558  2.5682
C  -3.0792  -0.4513  1.0450
C  -3.1899  -1.7692  0.2629
C  -2.0961  -2.6666  0.1974
C  -2.1827  -3.8602  -0.5509
C  -3.3916  -4.1182  -1.2441
C  -4.4877  -3.2425  -1.1663
C  -4.3939  -2.0480  -0.4134
H  3.1529  -1.1721  2.3990
H  1.9655  1.6080  -1.8898
H  1.9332  -0.1439  -2.1985
H  -0.1147  1.2453  -2.1050
H  -0.0288  2.2991  -0.6408
H  -2.2840  1.4304  -0.8285
H  -1.7230  -0.1653  -1.3222
H  -0.9141  -0.4920  1.2725
H  -2.4039  2.1957  1.5702
H  -2.5299  0.6834  4.0088
H  -3.7962  -1.1371  3.2133
H  -3.7733  0.2918  0.5897
H  -1.1508  -2.4452  0.7129
H  -1.3674  -4.5808  -0.6425
H  -3.4695  -5.0302  -1.8516
H  -5.4251  -3.4331  -1.7059
H  -5.2572  -1.3711  -0.3820
O  -5.6464  1.6023  2.6791
H  -4.8894  1.0349  2.4931
H  -5.3396  2.4933  2.4712
O  -5.4412  0.7148  5.6438
H  -6.2124  0.1821  5.8696
H  -5.6745  1.1183  4.7946
O  1.8862  3.3183  -3.8915
H  2.6300  2.7195  -4.0298
H  2.2493  4.1902  -4.0994
O  6.3387  2.3893  -3.3736
H  7.1947  1.9901  -3.5645
H  6.1492  2.1137  -2.4717
O  -0.2280  0.6144  -4.2742
H  0.5185  0.0355  -4.4800
H  0.1120  1.5050  -4.4337
O  1.4364  6.5348  -4.8231
H  0.6293  6.0436  -4.6331
H  1.2702  6.9322  -5.6851
O  -3.3599  -6.8562  -3.5073
H  -2.4614  -6.7754  -3.8431
H  -3.8541  -7.2245  -4.2479
O  -1.6709  0.4987  6.1869
H  -0.8012  0.1349  5.9716
H  -1.8314  0.1985  7.0878
O  -3.4368  3.5324  -0.5798
H  -3.6368  4.2711  0.0125
H  -3.0866  3.9574  -1.3708
O  -5.9720  -1.7867  4.0396
H  -5.4494  -1.3284  4.7108
H  -6.7866  -1.2749  3.9833
O  7.2959  -1.7303  3.2021
H  6.5784  -1.3787  2.6606
H  8.0647  -1.7224  2.6222
O  -4.0678  1.2601  -2.7224
H  -4.2665  1.9969  -2.1311
H  -3.7194  1.6791  -3.5170
O  5.4474  -0.7687  5.2439
H  5.2561  0.0867  4.8449
H  5.9722  -1.2312  4.5726
O  1.2344  -0.8917  6.8098
H  1.5018  -1.8195  6.7778
H  2.0232  -0.4103  6.5374
O  5.9717  3.3565  0.3124
H  5.4540  2.7517  -0.2294
H  5.3660  3.6276  1.0102
O  0.8118  -1.2908  -6.0902
H  0.0213  -1.8136  -5.9158
H  0.6178  -0.8438  -6.9216
O  -2.9446  6.3024  1.0456
H  -2.5209  7.0092  0.5395
H  -2.9040  6.6103  1.9571
O  -3.7007  -5.9507  -6.0948
H  -3.8781  -5.1878  -5.5329
H  -3.3687  -5.5713  -6.9157
O  -0.8361  -5.3583  -2.6674
H  -0.0958  -5.9494  -2.8510
H  -0.5018  -4.4867  -2.9079
O  8.0895  -1.7165  -1.7781
H  8.1469  -2.6554  -1.5702
H  7.4230  -1.3800  -1.1701
O  -2.2843  8.7382  -1.1581
H  -3.0441  9.1319  -1.6009
H  -1.5870  8.7603  -1.8227
O  2.7312  -3.0914  5.0282
H  3.4315  -2.4410  5.1787
H  3.1637  -3.7813  4.5129

E_tot in hartree: -3728.4963
Kohn-Sham gap in eV: 7.72
Highest occupied orbital energy in eV: -11.4917
Net charge: +1
ΔE to the lowest compared entry with this formula, charge and spin in eV: 0.000

Mulliken atomic charge list, values in e, 6 entries: -0.2883 0.2265 -0.2750 0.5744 -0.2991 -0.2218